Entry 1:
83
Properties=species:S:1:pos:R:3:forces:R:3 method="wB97M-V/def2-TZVPD" homo_lumo_gap_ev="4.98 / 4.99" total_charge=-1 spin_multiplicity=1 homo_ha="-0.1380 / -0.1387" lumo_ev="1.2 / 1.2"
Ca 0.329 -0.574 0.057 -0.431 0.714 -0.849
C 0.315 1.729 6.453 2.097 0.432 -0.048
C -1.026 1.450 6.390 -1.301 0.267 -0.085
C -1.520 0.625 5.381 -0.159 -0.473 -1.284
C -0.660 0.248 4.317 -0.390 -0.457 0.395
C -0.809 -0.580 3.081 -0.032 0.028 0.458
N 0.363 -0.576 2.391 0.212 0.584 0.291
C 1.310 0.079 3.111 -0.129 -0.410 0.778
N 2.623 0.169 2.884 -0.614 0.407 -1.071
C 3.128 -0.222 1.709 0.969 0.262 0.584
C 4.582 -0.055 1.423 -0.263 -0.812 0.256
C 5.661 0.399 2.169 -0.339 0.899 0.662
C 6.940 0.431 1.642 0.513 0.711 -0.058
C 7.139 -0.021 0.319 0.517 -0.104 0.233
C 6.098 -0.635 -0.362 -0.771 -0.403 -0.197
C 4.807 -0.663 0.201 0.329 -0.240 -0.355
C 3.504 -1.243 -0.217 -0.248 0.338 -0.231
N 3.340 -2.030 -1.274 -0.478 0.250 0.272
C 2.171 -2.619 -1.598 0.236 0.175 -0.513
N 0.981 -2.591 -0.949 0.168 -0.098 -0.142
C 0.077 -3.381 -1.599 0.666 0.138 0.129
N -1.132 -3.705 -1.210 -1.651 0.640 0.563
C -1.777 -3.103 -0.187 1.311 -0.381 -0.577
N -1.286 -2.096 0.575 -1.002 -0.664 0.766
C -2.121 -1.945 1.663 0.441 -0.535 -0.107
N -1.878 -1.308 2.793 -0.669 0.921 -0.127
C -3.296 -2.811 1.479 -1.306 0.127 0.252
C -4.543 -2.914 2.150 0.970 -0.404 0.287
C -5.492 -3.846 1.731 0.457 0.329 -1.169
C -5.224 -4.573 0.533 0.311 0.463 1.129
C -4.005 -4.445 -0.122 -0.717 -0.848 -0.978
C -3.069 -3.551 0.323 0.346 0.657 0.702
C 0.663 -3.910 -2.824 2.441 0.646 0.016
C 0.210 -4.654 -3.884 0.434 -0.316 -0.864
C 1.091 -4.932 -4.971 -0.633 0.561 0.680
C 2.407 -4.485 -4.976 -0.087 0.720 1.243
C 2.853 -3.668 -3.909 0.922 -0.163 0.036
C 2.026 -3.406 -2.832 -1.551 -0.659 -0.358
N 2.525 -0.828 0.668 1.234 -0.386 -0.020
C 0.694 0.608 4.345 -0.847 -0.725 0.160
C 1.176 1.215 5.481 1.826 0.739 -0.287
H 0.800 2.403 7.191 -0.792 -0.662 -0.261
H -1.725 1.968 7.061 0.310 -0.584 -0.084
H -2.572 0.306 5.339 0.540 0.319 0.079
H 5.445 0.845 3.134 0.152 -0.165 0.118
H 7.782 0.908 2.229 -1.101 -0.734 -0.806
H 8.139 0.104 -0.135 -0.709 -0.312 0.215
H 6.203 -1.140 -1.315 0.346 0.252 -0.089
H -4.691 -2.324 3.041 -0.113 0.128 0.064
H -6.467 -3.941 2.231 0.610 0.049 -0.218
H -5.978 -5.238 0.164 -0.188 -0.327 -0.217
H -3.788 -5.013 -1.029 -0.195 0.101 0.215
H -0.811 -5.002 -3.860 -0.138 -0.084 -0.256
H 0.716 -5.374 -5.882 -0.164 -0.489 0.126
H 3.089 -4.772 -5.766 -0.093 0.216 -0.130
H 3.872 -3.240 -3.879 -0.573 -0.408 -0.175
H 2.285 1.337 5.502 -0.992 0.250 0.325
N -2.947 7.771 -0.680 -0.134 -0.681 -0.595
C -2.794 6.377 -0.757 -0.283 -1.445 0.770
C -2.279 5.626 0.335 -0.496 1.441 -0.520
C -2.306 4.246 0.351 0.341 0.666 -0.319
C -2.750 3.560 -0.766 0.754 -0.597 -0.021
C -3.256 4.257 -1.881 0.026 -0.869 0.340
C -3.320 5.625 -1.841 0.548 1.463 0.757
S -2.530 1.766 -0.674 -1.207 0.515 0.100
O -3.511 1.302 -1.618 -0.319 -0.541 -0.110
O -2.648 1.429 0.734 0.026 0.045 -0.537
N -1.079 1.245 -1.080 0.388 -0.211 0.701
C -0.514 1.473 -2.261 0.705 1.365 -1.333
N -0.968 2.466 -3.102 0.047 -0.600 -0.023
C -0.217 2.749 -4.143 1.001 -0.742 0.264
C 1.026 2.122 -4.437 -0.761 1.283 -0.288
C 1.336 1.090 -3.617 0.017 -1.439 1.317
N 0.597 0.765 -2.537 0.153 -0.442 0.021
H -2.331 8.243 -0.042 0.118 0.084 -0.101
H -3.060 8.210 -1.587 0.198 0.084 0.395
H -1.908 6.162 1.206 -0.028 -0.024 -0.056
H -1.919 3.764 1.240 -0.120 -0.379 -0.237
H -3.638 3.758 -2.777 0.312 -0.164 0.569
H -3.755 6.192 -2.648 -0.145 -0.058 -0.343
H -0.588 3.489 -4.818 -0.270 0.605 -0.271
H 1.713 2.501 -5.196 -0.474 -0.335 0.014
H 2.175 0.404 -3.784 -0.081 0.494 0.028


Entry 2:
15
Properties=species:S:1:pos:R:3:forces:R:3 method="wB97M-V/def2-TZVPD" homo_lumo_gap_ev="8.76 / 4.58" total_charge=+1 spin_multiplicity=2 homo_ha="-0.5014 / -0.4999" lumo_ev="-4.9 / -9.0"
N -1.803 -1.842 -0.090 -0.053 0.562 -0.002
C -1.046 -1.273 -1.080 -0.029 -0.128 0.402
N -1.397 0.026 -1.407 -0.186 0.472 0.490
O -0.103 -1.844 -1.576 0.481 0.129 -0.110
H -1.529 -2.763 0.191 -0.193 -0.265 -0.084
H -2.702 -1.479 0.185 0.122 -0.183 -0.065
H -1.982 0.534 -0.768 -0.402 -0.098 0.028
H -0.714 0.630 -1.823 0.223 -0.363 -0.657
C 1.585 0.173 0.811 -0.122 0.317 -0.144
S 0.493 1.608 0.633 0.771 -0.046 -0.105
S 1.774 3.210 0.580 -0.717 0.076 0.002
H 2.435 0.382 0.162 0.072 -0.030 0.147
H 1.055 -0.700 0.426 -0.215 0.016 0.119
H 1.894 0.047 1.849 0.002 -0.009 0.027
H 2.041 3.292 1.904 0.245 -0.450 -0.046